[1]
C39H43N9PdS2Sb | ωB97M-V/def2-TZVPD

```
95
C39H43N9PdS2Sb | the OMol25 dataset | ωB97M-V/def2-TZVPD
Pd -0.04748 0.29840 0.43190
N 0.20912 3.31932 -1.63881
C -0.60002 3.52724 -0.58492
N -1.12783 4.74283 -0.47725
C -2.01500 4.89253 0.49760
N -2.58026 6.09778 0.65485
N -2.40445 3.92108 1.34843
C -1.81211 2.76094 1.16336
N -0.90833 2.48128 0.21952
C -2.20148 1.67290 2.10931
C -3.26733 1.84021 2.98066
C -3.58914 0.80894 3.84676
C -2.83557 -0.35292 3.82653
C -1.78798 -0.44438 2.92639
N -1.48728 0.54628 2.09241
H 0.52868 4.16090 -2.09001
H 0.85822 2.55248 -1.60605
H -2.29713 6.85674 0.06243
H -3.22851 6.24443 1.40632
H -3.81618 2.76917 2.97027
H -4.41805 0.91425 4.53385
H -3.04944 -1.17635 4.49293
H -1.16295 -1.32567 2.85755
S 0.58263 -2.19569 0.50447
C -0.31904 -2.93945 -0.75060
N 0.11893 -2.89553 -2.00927
C -0.65063 -3.35797 -3.15869
C -1.55281 -4.50254 -2.73065
C -2.36069 -4.07586 -1.51742
N -1.45017 -3.59089 -0.48657
H 0.95971 -2.35963 -2.15000
H 0.04806 -3.67602 -3.93123
H -1.25369 -2.53615 -3.55929
H -0.95021 -5.37893 -2.48668
H -2.22273 -4.76937 -3.54687
H -2.92573 -4.91151 -1.10845
H -3.06152 -3.27920 -1.78584
H -1.76526 -3.52428 0.46660
S -2.20421 -0.47301 -1.08162
Sb -1.75690 0.56156 -3.02514
C 0.29784 0.65864 -3.50129
C 1.24124 0.35833 -2.52866
C 2.59860 0.47542 -2.79947
C 3.01827 0.89834 -4.05408
C 2.07916 1.20243 -5.03064
C 0.72207 1.08586 -4.75358
C -2.66891 -0.45276 -4.63606
C -4.04686 -0.63518 -4.52036
C -4.74785 -1.28320 -5.52578
C -4.07513 -1.75113 -6.64744
C -2.70409 -1.57643 -6.75993
C -1.99779 -0.92611 -5.75563
C -2.54677 2.50467 -3.07841
C -2.20902 3.43472 -4.05234
C -2.80760 4.68526 -4.03487
C -3.74605 4.99751 -3.05825
C -4.08704 4.06490 -2.09069
C -3.48202 2.81521 -2.09587
H 0.96083 0.02579 -1.52980
H 3.31759 0.24161 -2.02396
H 4.07450 0.99358 -4.26805
H 2.39906 1.53386 -6.00966
H 0.00419 1.34152 -5.52437
H -4.57786 -0.28287 -3.64219
H -5.81677 -1.42282 -5.43385
H -4.62128 -2.25497 -7.43383
H -2.17815 -1.94726 -7.62992
H -0.92434 -0.81875 -5.84891
H -1.47773 3.20147 -4.81826
H -2.54535 5.41722 -4.78747
H -4.21361 5.97356 -3.05655
H -4.81665 4.30896 -1.32919
H -3.72991 2.08314 -1.33379
C 1.24925 3.97154 2.33235
N 1.79061 3.92760 0.98427
C 2.56895 5.11689 0.70093
C 2.46602 2.67959 0.59081
C 2.58603 1.62306 1.65734
C 3.61307 1.73277 2.59489
C 3.74449 0.81532 3.62314
C 2.83679 -0.22905 3.71034
C 1.82087 -0.34600 2.77007
C 1.67631 0.56464 1.72389
H 0.56753 4.82292 2.41080
H 2.02026 4.08400 3.10848
H 0.70001 3.05854 2.55433
H 1.94372 6.00235 0.82999
H 2.91729 5.10186 -0.33319
H 3.44794 5.22218 1.35644
H 3.46019 2.92278 0.20444
H 1.92307 2.20859 -0.24059
H 4.31538 2.55633 2.51288
H 4.54486 0.91151 4.34514
H 2.92129 -0.96142 4.50399
H 1.13762 -1.18106 2.87616
```

Total charge = +1
Multiplicity = 3
Orbital gap (alpha / beta) = 6.47 / 7.13 eV
E_HOMO (alpha / beta) = -8.904 / -9.997 eV
Relative energy (zero: lowest compared OMol25 entry of this formula, charge and spin) = 15.8 kcal/mol
DFT total energy = -86235.9436 eV
⟨S²⟩ = 2.008

---

[2]
C39H43NO3P2PtS | ωB97M-V/def2-TZVPD

```
90
C39H43NO3P2PtS | the OMol25 dataset | ωB97M-V/def2-TZVPD
Pt -0.60029 0.45952 -2.10050
O 1.66325 1.40118 -1.27492
P 2.26831 0.75880 -0.05504
C 1.12138 -0.43125 0.65050
P -0.25098 0.38842 1.52283
O -0.65990 1.73744 1.03426
C 0.32913 0.48075 3.23697
C 0.35700 1.72719 3.84854
C 0.78782 1.84701 5.16624
C 1.18107 0.72124 5.87381
C 1.14252 -0.53125 5.27111
C 0.71400 -0.65066 3.95675
C -1.58626 -0.81351 1.49395
C -1.39305 -2.17919 1.30698
C -2.48341 -3.03917 1.28234
C -3.76812 -2.53624 1.43937
C -3.96651 -1.17392 1.62981
C -2.87805 -0.31476 1.65956
C 2.68906 1.91934 1.25651
C 3.57712 1.57399 2.27350
C 3.89905 2.49534 3.25946
C 3.34316 3.76783 3.22152
C 2.46271 4.11854 2.20744
C 2.13403 3.19285 1.22331
C 3.79730 -0.10355 -0.44639
C 4.54804 0.40598 -1.50530
C 5.74504 -0.19988 -1.86091
C 6.19704 -1.31229 -1.16401
C 5.45115 -1.82619 -0.11308
C 4.25395 -1.22078 0.24644
H 1.59575 -1.13845 1.33436
H 0.70361 -0.93150 -0.23643
H 0.04462 2.59536 3.27998
H 0.81440 2.82177 5.63781
H 1.51423 0.81516 6.90018
H 1.43742 -1.41241 5.82793
H 0.66561 -1.63412 3.49839
H -0.39884 -2.58083 1.15166
H -2.32999 -4.09968 1.12719
H -4.61813 -3.20665 1.40101
H -4.96934 -0.78133 1.74685
H -3.02040 0.75244 1.78975
H 4.02193 0.58471 2.29956
H 4.58866 2.22383 4.04982
H 3.59971 4.48922 3.98787
H 2.02959 5.11123 2.18153
H 1.42701 3.43113 0.43997
H 4.17405 1.25942 -2.05761
H 6.32141 0.19197 -2.68910
H 7.13118 -1.78422 -1.44365
H 5.79563 -2.70241 0.42100
H 3.67599 -1.63828 1.06302
N -2.60303 0.30769 -2.73736
C -3.59258 -0.11788 -2.33124
C -4.82980 -0.66012 -1.81494
C -5.29287 -0.24014 -0.57247
C -6.51643 -0.69484 -0.10355
C -7.27349 -1.57255 -0.86670
C -6.80228 -2.00107 -2.09964
C -5.58045 -1.55053 -2.57598
H -4.68840 0.43871 0.01612
H -6.87834 -0.36119 0.86061
H -8.22937 -1.92402 -0.50042
H -7.39220 -2.68217 -2.69980
H -5.20444 -1.87496 -3.53732
C 0.33761 4.04163 -2.12786
S -0.98382 2.86697 -2.27170
C -2.01859 3.44064 -0.95209
O -1.67526 3.20721 -3.54912
H -0.05637 4.95943 -2.56679
H 1.17782 3.65674 -2.70231
H 0.63626 4.18227 -1.09061
H -1.48544 3.35488 -0.00242
H -2.88462 2.78014 -0.94181
H -2.31417 4.46701 -1.17950
C 0.29161 -1.76350 -4.58528
C 0.52875 -2.28276 -3.15790
C 2.01092 -2.06862 -2.82551
C 0.21483 -3.78124 -3.12602
C -0.34415 -1.54181 -2.15336
H 0.97377 -2.25368 -5.29123
H 0.44945 -0.68523 -4.63216
H -0.73659 -1.96067 -4.90292
H 2.65752 -2.52798 -3.58413
H 2.26515 -2.51293 -1.85627
H 2.23572 -0.99979 -2.78939
H 0.84829 -4.33752 -3.82591
H -0.82965 -3.96010 -3.39828
H 0.37698 -4.18911 -2.12235
H -1.07198 -2.18802 -1.65459
```

Multiplicity = 3
Orbital gap (alpha / beta) = 5.78 / 7.68 eV
E_HOMO (alpha / beta) = -5.407 / -7.415 eV
DFT total energy = -81431.6752 eV
⟨S²⟩ = 2.011

---

[3]
C39H44BClN3O4SnTe | ωB97M-V/def2-TZVPD

```
94
C39H44BClN3O4SnTe | the OMol25 dataset | ωB97M-V/def2-TZVPD
Sn 0.82093 -1.37478 -0.02555
C 2.39734 -1.00377 -4.40213
O 3.48441 -1.09488 -3.48675
C 2.94526 -1.37601 -2.26298
N 1.65062 -1.61397 -2.25078
C 1.16586 -1.53516 -3.62206
C -0.05105 -0.68888 -3.91907
C -0.65606 0.14754 -2.99608
C -1.77870 0.88810 -3.34013
C -2.28607 0.83205 -4.62753
C -1.66445 0.02448 -5.57184
C -0.56437 -0.73672 -5.21631
C 3.74582 -1.34671 -1.11137
C 5.06473 -0.87398 -1.08531
C 5.72960 -0.75995 0.11091
C 5.03381 -1.05237 1.30686
C 3.73124 -1.46953 1.22877
N 3.09570 -1.72239 0.05069
C 2.88469 -1.56872 2.39785
N 1.60325 -1.60661 2.35000
C 1.09391 -1.64944 3.71977
C 2.37237 -1.43287 4.56561
O 3.44892 -1.53264 3.62686
C -0.01128 -0.67978 4.07818
C -0.30476 -0.47609 5.42535
C -1.34091 0.36203 5.80533
C -2.10631 1.00421 4.84257
C -1.82019 0.80497 3.50142
C -0.77635 -0.02583 3.12394
H 2.63174 -1.59022 -5.29132
H 2.25179 0.04185 -4.68608
H 0.92715 -2.55867 -3.94433
H -0.24912 0.22131 -1.99809
H -2.25209 1.51329 -2.59295
H -3.15839 1.41432 -4.89770
H -2.03887 -0.00702 -6.58819
H -0.09670 -1.37985 -5.95525
H 5.52798 -0.59385 -2.02212
H 6.75180 -0.40946 0.14621
H 5.48542 -0.90241 2.27698
H 0.69548 -2.66038 3.87559
H 2.51658 -2.18552 5.33971
H 2.39109 -0.43616 5.01139
H 0.27476 -0.98256 6.19039
H -1.55273 0.51361 6.85708
H -2.92222 1.65200 5.13845
H -2.40919 1.29457 2.73579
H -0.56626 -0.17454 2.07834
C 0.58493 7.79468 -0.18835
C 0.91064 6.32869 -0.06186
C -0.04302 5.34457 -0.27042
C 0.26539 3.99197 -0.15490
C -0.81963 2.97788 -0.39540
C 1.56489 3.58392 0.17805
Te 2.04963 1.49909 0.37352
C 2.53630 4.57593 0.39265
C 3.95681 4.25206 0.78035
C 2.19520 5.91967 0.27141
H -0.45145 7.94275 -0.49359
H 1.22980 8.27461 -0.92797
H 0.73847 8.30988 0.76292
H -1.05743 5.63447 -0.53010
H -1.76933 3.46905 -0.62272
H -0.95142 2.33706 0.47995
H -0.55285 2.32585 -1.22953
H 4.23888 3.25909 0.43468
H 4.06523 4.26472 1.86864
H 4.64897 4.98655 0.36310
H 2.96062 6.67297 0.44169
C -4.03548 -3.65186 1.36880
C -3.71875 -2.45975 0.47314
C -4.82745 -1.41961 0.63043
O -2.49516 -1.85433 0.94085
B -1.64371 -1.65989 -0.11211
O -2.17631 -2.11335 -1.29193
C -3.40080 -2.82580 -1.02691
C -3.10693 -4.30922 -1.25117
C -4.45152 -2.37065 -2.02967
H -4.23945 -3.28766 2.37652
H -3.18629 -4.32851 1.42752
H -4.91096 -4.19026 1.00189
H -4.93241 -1.18493 1.68991
H -5.77663 -1.81027 0.26153
H -4.58154 -0.49925 0.10026
H -2.29985 -4.63617 -0.59856
H -2.78716 -4.44351 -2.28556
H -3.99198 -4.92158 -1.07424
H -4.56849 -1.28752 -2.02381
H -5.41401 -2.83674 -1.81088
H -4.13564 -2.66695 -3.03037
Cl -0.16139 -4.39081 1.34146
C 0.90419 -3.67241 0.08149
H 0.61150 -4.13960 -0.86018
H 1.90950 -3.99740 0.33937
```

Total charge = -1
Multiplicity = 1
Orbital gap (alpha / beta) = 5.14 / 4.74 eV
E_HOMO (alpha / beta) = -2.653 / -2.249 eV
Relative energy (zero: lowest compared OMol25 entry of this formula, charge and spin) = 25.2 kcal/mol
DFT total energy = -80143.6845 eV

---

[4]
C39H44Cl2N3O3P2Tm | ωB97M-V/def2-TZVPD

```
94
C39H44Cl2N3O3P2Tm | the OMol25 dataset | ωB97M-V/def2-TZVPD
Tm 0.23537 -0.21505 0.28815
C -1.33813 1.87010 2.13583
P 0.45648 2.26037 1.64532
C 1.84001 1.81596 2.78377
C 2.70864 0.86657 2.23272
C 3.86581 0.46766 2.87399
C 4.17199 1.01721 4.11354
C 3.32470 1.95890 4.68016
C 2.17256 2.36561 4.01644
C 0.39238 4.07123 1.72406
C 0.84539 4.80379 0.63204
C 0.83804 6.19081 0.67362
C 0.38147 6.84757 1.80522
C -0.08022 6.11879 2.89521
C -0.08108 4.73512 2.85553
C -1.93821 1.94958 0.75743
C -2.81830 2.81328 0.15709
C -2.81967 2.49733 -1.23192
C -1.93307 1.46421 -1.40862
C -1.35116 0.83235 -2.63907
P 0.47396 0.74934 -2.33724
C 1.23907 0.11282 -3.85860
C 0.67480 0.32326 -5.11429
C 1.34178 -0.10251 -6.25279
C 2.58004 -0.72243 -6.14883
C 3.15427 -0.92368 -4.90182
C 2.47984 -0.51520 -3.76111
C 1.03177 2.48700 -2.34775
C 0.27324 3.55208 -2.82099
C 0.83248 4.82149 -2.89396
C 2.14586 5.03432 -2.50154
C 2.90535 3.97842 -2.01333
C 2.34533 2.71386 -1.93062
N -1.40500 1.09909 -0.19475
H -1.75275 2.62043 2.80356
H -1.49423 0.87794 2.56007
H 2.47824 0.44285 1.24290
H 4.53241 -0.25259 2.41772
H 5.07859 0.71922 4.62240
H 3.57392 2.39912 5.63671
H 1.55298 3.13355 4.46187
H 1.19693 4.28644 -0.25209
H 1.18526 6.75610 -0.18112
H 0.37810 7.92865 1.84036
H -0.44671 6.63042 3.77512
H -0.46647 4.18152 3.70416
H -3.38772 3.58765 0.64630
H -3.39040 2.99097 -2.00277
H -1.58393 1.41468 -3.52918
H -1.70480 -0.19033 -2.80375
H -0.27847 0.82596 -5.21432
H 0.90037 0.06120 -7.22672
H 3.09998 -1.03790 -7.04346
H 4.12705 -1.39210 -4.82221
H 2.92373 -0.66779 -2.78253
H -0.75424 3.40805 -3.12665
H 0.23737 5.64561 -3.26495
H 2.57779 6.02376 -2.57404
H 3.92818 4.14036 -1.70020
H 2.94215 1.88437 -1.56099
C 2.54847 -5.08497 -1.91876
N 1.70241 -3.90147 -2.07615
C 1.04390 -3.73106 -3.37310
C 1.45975 -3.06299 -1.08616
O 0.75621 -2.04010 -1.20426
C 2.03749 -3.32030 0.30353
O 1.17537 -2.69850 1.24724
C 0.09646 -3.52748 1.67535
C -1.23149 -2.78976 1.52933
O -1.27478 -1.73092 0.86399
N -2.28966 -3.29835 2.12054
C -3.58106 -2.61026 2.05631
C -2.24187 -4.50838 2.93948
H 2.95100 -5.34772 -2.89315
H 3.38755 -4.88760 -1.25634
H 1.97878 -5.93817 -1.54630
H 0.28382 -4.50264 -3.50387
H 0.58375 -2.75112 -3.42351
H 1.78069 -3.82217 -4.16821
H 2.15575 -4.37848 0.53011
H 3.01410 -2.83976 0.39199
H 0.04829 -4.44305 1.07905
H 0.26011 -3.79934 2.71847
H -3.47172 -1.66673 1.53330
H -4.30329 -3.23612 1.53359
H -3.93712 -2.42872 3.06968
H -1.58542 -5.26260 2.51191
H -1.91844 -4.27549 3.95572
H -3.24311 -4.92749 2.98566
Cl 0.34542 -0.87366 3.22025
C -0.30441 -0.11442 4.70291
Cl -1.97033 -0.60625 4.98458
H -0.25760 0.96073 4.57132
H 0.31799 -0.44914 5.52388
```

Total charge = +2
Multiplicity = 3
Orbital gap (alpha / beta) = 7.22 / 7.25 eV
E_HOMO (alpha / beta) = -11.994 / -11.994 eV
DFT total energy = -124912.2647 eV
⟨S²⟩ = 2.002